Entry from the OMol25 dataset: a cluster of 2 separate species, H2 in total in a non-equilibrium geometry (ωB97M-V/def2-TZVPD).

* E: -28.526 eV
* HOMO-LUMO gap: 11.1 eV
* HOMO: -11.506 eV
* lowest unoccupied orbital energy: -0.4 eV
* ΔE to the lowest compared entry with this formula, charge and spin: 70.6 kcal per mole

```
! RIJCOSX wB97M-V def2-TZVPD def2/J DEFGRID3
* xyz 0 1
H -0.67 -0.09 0.29
H 0.67 0.09 -0.29
*
```

Entry from the OMol25 dataset: a cluster of 2 separate species, C33H29N2O2 in total in a non-equilibrium geometry (ωB97M-V/def2-TZVPD).

* E: -41759.726 eV
* HOMO-LUMO gap: 3.9 eV
* HOMO: -9.535 eV
* lowest unoccupied orbital energy: -5.7 eV
* ΔE to the lowest compared entry with this formula, charge and spin: 26.0 kcal per mole

```
! RIJCOSX wB97M-V def2-TZVPD def2/J DEFGRID3
* xyz 1 1
H 0.37 0.83 0.94
C 0.52 0.90 2.05
H 1.50 1.37 2.20
C -0.54 1.76 2.68
C -1.52 1.25 3.46
N -1.53 -0.07 3.80
C -2.73 -0.69 4.45
C -3.56 -1.34 3.38
C -3.33 -2.68 3.03
C -3.92 -3.20 1.88
C -4.76 -2.40 1.09
C -5.04 -1.08 1.48
C -4.46 -0.56 2.65
C -0.50 -0.89 3.44
C 0.54 -0.45 2.68
C 1.63 -1.43 2.45
N 2.69 -1.11 1.64
O 1.56 -2.54 2.99
H -0.54 2.83 2.44
H -2.37 1.84 3.83
H -2.36 -1.43 5.16
H -3.30 0.11 4.96
H -2.65 -3.28 3.64
H -3.72 -4.24 1.59
H -5.19 -2.79 0.17
H -5.69 -0.45 0.88
H -4.67 0.46 2.98
H -0.62 -1.91 3.83
H 2.86 -0.20 1.23
H 3.45 -1.77 1.61
C 6.93 -0.82 -2.73
O 6.29 0.19 -1.93
C 4.93 0.18 -1.78
C 4.42 1.27 -1.03
C 3.06 1.45 -0.91
C 2.15 0.56 -1.52
C 0.72 0.81 -1.50
C -0.30 -0.20 -1.73
C -1.49 0.46 -2.18
C -2.53 -0.25 -2.77
C -2.44 -1.65 -2.81
C -1.32 -2.31 -2.27
C -0.25 -1.60 -1.71
C -1.24 1.88 -2.18
C 0.11 2.11 -1.73
C 0.64 3.40 -1.82
C -0.18 4.43 -2.30
C -1.48 4.18 -2.78
C -2.01 2.89 -2.75
C 2.68 -0.56 -2.21
C 4.04 -0.76 -2.36
H 7.99 -0.56 -2.65
H 6.75 -1.83 -2.34
H 6.61 -0.76 -3.79
H 5.15 1.96 -0.60
H 2.69 2.30 -0.33
H -3.36 0.30 -3.22
H -3.24 -2.22 -3.28
H -1.29 -3.39 -2.30
H 0.60 -2.11 -1.26
H 1.67 3.58 -1.53
H 0.20 5.45 -2.31
H -2.08 5.00 -3.19
H -2.98 2.63 -3.19
H 1.99 -1.26 -2.69
H 4.42 -1.61 -2.94
*
```

Entry from the OMol25 dataset: the molecule C4H6O2 in a non-equilibrium geometry (ωB97M-V/def2-TZVPD).

* E: -8336.700 eV
* HOMO-LUMO gap (alpha / beta): 8.5 / 7.5 eV
* HOMO (alpha / beta): -8.432 / -8.148 eV
* lowest unoccupied orbital energy (alpha / beta): 0.1 / -0.6 eV
* ΔE to the lowest compared entry with this formula, charge and spin: 86.7 kcal per mole

```
! RIJCOSX wB97M-V def2-TZVPD def2/J DEFGRID3
* xyz 0 1
C -1.26 -0.51 -0.26
C -0.57 -0.40 1.10
O -1.04 -0.99 2.07
C 0.49 0.56 1.29
C 1.46 0.41 -0.78
O 1.20 1.07 0.29
H -1.03 0.33 -0.93
H -1.01 -1.44 -0.77
H -2.33 -0.52 -0.05
H 0.65 1.07 2.23
H 1.87 0.96 -1.61
H 1.34 -0.67 -0.78
*
```

Entry from the OMol25 dataset: the molecule C16H16N2O2 in a non-equilibrium geometry (ωB97M-V/def2-TZVPD).

* E: -23927.304 eV
* HOMO-LUMO gap: 9.0 eV
* structure (SMILES): CC1(C)OC(=O)c2c1ccnc2NCc1ccccc1
* HOMO: -8.565 eV
* lowest unoccupied orbital energy: 0.4 eV
* ΔE to the lowest compared entry with this formula, charge and spin: 18.8 kcal per mole

```
! RIJCOSX wB97M-V def2-TZVPD def2/J DEFGRID3
* xyz 0 1
C 2.43 -1.62 -2.33
C 1.04 -2.17 -1.97
C 0.67 -3.38 -2.81
O 1.09 -2.54 -0.56
C 0.27 -1.70 0.14
O 0.12 -1.62 1.34
C -0.46 -0.82 -0.76
C -0.03 -1.11 -2.05
C -0.67 -0.48 -3.12
C -1.68 0.43 -2.84
N -2.08 0.68 -1.57
C -1.49 0.05 -0.52
N -1.92 0.33 0.75
C -1.96 1.73 1.13
C -0.87 1.92 2.16
C -1.20 1.93 3.53
C -0.18 2.07 4.48
C 1.14 2.23 4.07
C 1.46 2.24 2.71
C 0.45 2.08 1.74
H 2.83 -1.05 -1.42
H 3.12 -2.45 -2.55
H 2.33 -0.92 -3.13
H 0.57 -3.19 -3.88
H -0.28 -3.82 -2.47
H 1.45 -4.09 -2.66
H -0.41 -0.65 -4.18
H -2.16 0.89 -3.68
H -1.32 -0.18 1.43
H -2.95 2.06 1.48
H -1.74 2.40 0.27
H -2.24 1.84 3.88
H -0.46 2.07 5.54
H 1.94 2.39 4.78
H 2.46 2.38 2.35
H 0.74 2.06 0.72
*
```